1.
73
Properties=species:S:1:pos:R:3 method="wB97M-V/def2-TZVPD" e_lumo_ev=-6.854 charge=+1 e_homo_ha=-0.454
O -9.885 27.176 -27.026
V -11.108 27.494 -27.890
O -11.323 29.022 -28.311
O -12.871 23.282 -29.352
V -13.231 24.585 -30.267
O -13.405 24.347 -31.876
C -10.154 26.044 -30.260
O -9.781 27.477 -29.902
O -11.471 25.941 -29.699
C -10.008 25.722 -31.812
F -10.634 26.615 -32.528
F -8.683 25.684 -32.066
F -10.509 24.494 -32.121
C -8.417 28.032 -30.165
C -8.204 29.466 -29.679
H -9.107 30.070 -29.592
H -7.734 29.325 -28.706
H -7.406 29.944 -30.248
H -8.182 28.205 -31.216
H -7.721 27.393 -29.622
H -9.548 25.286 -29.764
C -1.047 30.708 -32.824
C -2.322 29.886 -32.444
C -2.180 28.811 -31.285
O -3.353 28.939 -30.465
C -3.806 30.209 -30.688
O -4.744 30.700 -30.033
O -3.167 30.722 -31.814
H -0.612 31.189 -31.948
H -1.269 31.378 -33.654
H -0.195 30.142 -33.201
H -3.014 29.561 -33.221
H -1.264 29.123 -30.783
H -1.844 27.870 -31.720
C -4.831 25.838 -29.543
C -5.596 24.538 -29.799
C -5.025 23.174 -29.458
O -6.048 22.401 -28.931
C -6.935 23.160 -28.445
O -7.916 22.934 -27.796
O -6.666 24.478 -28.880
H -5.288 26.705 -30.020
H -3.771 25.656 -29.366
H -5.116 26.100 -28.524
H -5.974 24.519 -30.822
H -4.190 23.163 -28.757
H -4.672 22.658 -30.350
C -7.164 32.213 -32.565
C -8.168 31.165 -32.933
C -9.487 31.741 -33.399
O -9.487 31.643 -34.853
C -8.378 30.982 -35.252
O -7.986 30.851 -36.368
O -7.679 30.526 -34.150
H -7.040 32.807 -33.471
H -6.186 31.734 -32.598
H -7.504 32.849 -31.748
H -8.482 30.623 -32.041
H -9.633 32.780 -33.104
H -10.345 31.158 -33.063
C -7.222 26.892 -34.142
C -6.779 27.335 -35.553
C -5.262 27.171 -35.869
O -5.202 26.771 -37.184
C -6.458 26.250 -37.473
O -6.733 25.659 -38.506
O -7.354 26.507 -36.477
H -6.823 27.615 -33.431
H -6.734 26.020 -33.707
H -8.280 26.934 -33.883
H -7.147 28.358 -35.628
H -4.886 26.387 -35.212
H -4.862 28.174 -35.724



2.
55
Properties=species:S:1:pos:R:3 method="wB97M-V/def2-TZVPD" e_lumo_ev=0.698 charge=0 smiles="CCN1CCN(Cc2ccc(NC(=O)Nc3ccc(SC)cc3)cc2)CC1" e_homo_ha=-0.291
C -4.610 -0.669 1.480
C -4.795 -0.628 -0.043
N -3.851 0.124 -0.836
C -2.482 -0.337 -0.872
C -1.559 0.328 0.156
N -1.630 1.771 0.014
C -0.684 2.443 0.887
C 0.731 2.142 0.480
C 1.117 2.307 -0.846
C 2.406 2.019 -1.246
C 3.342 1.560 -0.324
N 4.641 1.257 -0.758
C 5.521 0.339 -0.245
O 6.720 0.456 -0.394
N 4.987 -0.723 0.446
C 3.714 -1.294 0.335
C 3.154 -1.927 1.443
C 1.907 -2.507 1.359
C 1.192 -2.469 0.166
S -0.405 -3.228 0.152
C -0.661 -3.605 -1.608
C 1.748 -1.845 -0.942
C 3.004 -1.277 -0.861
C 2.971 1.431 1.010
C 1.675 1.708 1.399
C -2.992 2.218 0.237
C -3.915 1.566 -0.800
H -5.408 -1.263 1.920
H -3.661 -1.128 1.743
H -4.655 0.329 1.908
H -4.770 -1.656 -0.419
H -5.787 -0.220 -0.266
H -2.089 -0.104 -1.870
H -2.471 -1.417 -0.727
H -1.832 0.016 1.180
H -0.529 0.012 -0.026
H -0.860 3.521 0.796
H -0.835 2.165 1.948
H 0.386 2.648 -1.562
H 2.696 2.144 -2.280
H 5.062 1.900 -1.415
H 5.670 -1.239 0.982
H 3.705 -1.965 2.371
H 1.473 -2.998 2.217
H 0.219 -4.106 -1.999
H -1.517 -4.272 -1.646
H -0.879 -2.698 -2.164
H 1.215 -1.802 -1.879
H 3.437 -0.822 -1.738
H 3.699 1.118 1.743
H 1.398 1.591 2.437
H -3.330 1.980 1.262
H -3.029 3.304 0.113
H -3.605 1.926 -1.789
H -4.947 1.876 -0.626



3.
26
Properties=species:S:1:pos:R:3 method="wB97M-V/def2-TZVPD" e_lumo_ev="0.819 / 0.507" charge=0 spin_multiplicity=2 e_homo_ha="-0.120 / -0.413" s2=0.751
C 0.523 0.014 -0.090
C 0.797 -1.435 0.427
C 2.266 -1.745 0.739
C 0.380 -2.483 -0.624
C -1.092 -2.457 -1.111
N 0.192 1.002 1.038
H 1.270 0.489 -0.740
H -0.465 -0.121 -0.581
H 0.206 -1.649 1.364
H 2.562 -2.798 0.613
H 2.371 -1.344 1.751
H 3.003 -1.260 0.126
H 0.467 -3.480 -0.169
H 1.037 -2.397 -1.464
H -1.029 -2.151 -2.152
H -1.868 -1.985 -0.494
H -1.647 -3.420 -1.058
H 0.176 2.031 0.977
H 1.004 0.950 1.750
H -0.674 0.599 1.483
H 1.244 4.455 1.159
H 2.185 3.903 -0.019
O 1.402 3.751 0.524
H -4.640 3.266 -1.750
H -4.897 4.161 -0.380
O -4.774 4.102 -1.320



4.
112
Properties=species:S:1:pos:R:3 method="wB97M-V/def2-TZVPD" e_lumo_ev="-6.092 / -5.977" charge=+2 spin_multiplicity=2 e_homo_ha="-0.460 / -0.457" s2=0.761
W -0.212 0.192 0.619
C 1.378 -2.242 3.440
C -0.130 -2.237 3.195
C -0.486 -3.363 2.221
C -0.877 -2.425 4.519
O -0.548 -0.989 2.623
Ge -0.121 0.672 3.577
O -1.465 1.303 2.218
C -2.154 2.542 2.449
C -1.130 3.666 2.602
C -2.977 2.404 3.735
C -3.076 2.842 1.260
O 1.158 1.007 2.131
C 2.500 1.509 2.148
C 2.750 2.180 3.499
C 3.474 0.338 1.979
C 2.624 2.529 0.997
H 1.686 -3.186 3.881
H 1.642 -1.435 4.128
H 1.909 -2.105 2.500
H -0.119 -4.311 2.597
H -0.013 -3.175 1.258
H -1.565 -3.438 2.116
H -0.644 -3.389 4.960
H -1.954 -2.357 4.365
H -0.577 -1.641 5.217
H -0.530 3.481 3.497
H -1.620 4.631 2.705
H -0.482 3.682 1.726
H -2.307 2.312 4.592
H -3.600 1.512 3.695
H -3.612 3.274 3.876
H -2.510 2.755 0.328
H -3.454 3.857 1.331
H -3.931 2.168 1.238
H 2.639 1.451 4.305
H 2.034 2.987 3.655
H 3.757 2.582 3.533
H 3.474 -0.279 2.874
H 4.489 0.690 1.813
H 3.189 -0.279 1.130
H 1.746 2.433 0.347
H 3.529 2.366 0.418
H 2.651 3.541 1.390
N -4.939 -4.068 -1.236
C -4.102 -3.542 -0.095
C -2.669 -3.342 -0.555
C -2.473 -2.279 -1.646
N -1.189 -1.604 -1.393
C -3.604 -1.242 -1.623
C -4.094 -0.974 -0.197
N -2.968 -0.472 0.602
C -4.717 -2.240 0.420
H -4.554 -4.939 -1.620
H -4.948 -3.355 -1.980
H -5.904 -4.247 -0.929
H -4.128 -4.308 0.686
H -2.222 -4.288 -0.858
H -2.115 -2.983 0.310
H -2.457 -2.759 -2.639
H -0.925 -1.095 -2.240
H -0.471 -2.321 -1.268
H -4.447 -1.537 -2.254
H -3.221 -0.310 -2.038
H -4.886 -0.212 -0.253
H -3.107 -0.660 1.593
H -2.947 0.542 0.503
H -5.794 -2.242 0.237
H -4.590 -2.195 1.504
O 1.602 0.450 -1.188
C 2.417 -0.707 -1.473
C 1.943 -1.770 -0.431
O 2.402 -2.898 -0.391
O 0.967 -1.346 0.298
C 2.097 -1.285 -2.837
C 2.880 -2.322 -3.332
C 2.607 -2.855 -4.578
C 1.544 -2.378 -5.330
C 0.745 -1.364 -4.826
C 1.023 -0.815 -3.584
C 3.902 -0.370 -1.413
C 4.838 -1.167 -0.764
C 6.187 -0.844 -0.811
C 6.621 0.273 -1.506
C 5.693 1.075 -2.150
C 4.346 0.755 -2.106
H 2.028 1.213 -1.614
H 3.695 -2.701 -2.737
H 3.233 -3.641 -4.969
H 1.344 -2.794 -6.306
H -0.089 -0.992 -5.404
H 0.434 0.009 -3.193
H 4.525 -2.058 -0.244
H 6.904 -1.478 -0.311
H 7.674 0.511 -1.556
H 6.016 1.945 -2.704
H 3.651 1.373 -2.662
C -0.052 4.892 -0.751
Ge -0.653 3.294 -1.770
C 0.675 3.147 -3.268
C -2.392 3.827 -2.605
C -0.937 1.553 -0.880
H 0.181 5.645 -1.498
H 0.837 4.736 -0.153
H -0.839 5.291 -0.121
H 0.529 4.021 -3.896
H 0.542 2.265 -3.885
H 1.695 3.175 -2.897
H -2.274 4.799 -3.071
H -3.190 3.912 -1.872
H -2.710 3.129 -3.374
H -1.702 1.114 -1.554



5.
78
Properties=species:S:1:pos:R:3 method="wB97M-V/def2-TZVPD" e_lumo_ev="-7.880 / -7.880" charge=+2 e_homo_ha="-0.432 / -0.432"
Pb -1.009 1.285 -4.395
C 0.575 4.053 -5.114
C 0.998 4.527 -3.897
C 0.471 5.700 -3.178
C -1.012 5.978 -3.371
C -1.930 4.779 -3.341
C -2.291 4.016 -4.391
C -1.875 4.229 -5.811
C -0.402 4.674 -5.990
C -1.697 0.078 0.408
H 0.984 3.187 -5.664
H 1.792 4.032 -3.335
H 1.024 6.599 -3.511
H 0.664 5.558 -2.098
H -1.351 6.602 -2.528
H -1.153 6.600 -4.264
H -2.408 4.610 -2.373
H -3.140 3.344 -4.299
H -2.485 5.020 -6.299
H -2.063 3.289 -6.362
H -0.113 4.348 -7.010
H -0.326 5.770 -5.984
H -1.134 -0.350 -0.506
H -2.480 -0.650 0.655
H -1.027 0.456 1.229
P 1.472 1.781 -0.817
P -2.540 1.503 -0.186
C -0.009 2.756 -0.682
C -1.392 2.727 -0.696
C 2.767 2.601 0.193
C 3.060 3.965 0.056
C 4.161 4.527 0.730
C 4.985 3.739 1.558
C 4.661 2.367 1.736
C 3.553 1.809 1.074
C 2.271 1.742 -2.463
C 1.358 1.467 -3.604
C 1.978 0.905 -4.804
C 3.375 0.925 -4.991
C 4.204 1.368 -3.949
C 3.669 1.746 -2.706
C -3.544 2.116 1.178
C -2.852 2.461 2.346
C -3.580 2.764 3.493
C -4.978 2.703 3.462
C -5.656 2.333 2.297
C -4.934 2.015 1.149
C -3.602 0.902 -1.539
C -3.828 -0.436 -1.921
C -4.409 -0.673 -3.166
C -4.779 0.388 -3.988
C -4.613 1.712 -3.574
C -3.993 1.970 -2.357
H 0.309 3.818 -0.674
H -1.890 3.695 -0.988
H 2.461 4.607 -0.594
H 4.401 5.594 0.631
H 5.867 4.180 2.082
H 5.312 1.754 2.390
H 3.303 0.750 1.219
H 0.861 2.504 -3.751
H 1.335 0.333 -5.496
H 3.811 0.492 -5.904
H 5.280 1.384 -4.133
H 4.386 1.982 -1.915
H -1.758 2.406 2.333
H -3.050 3.050 4.396
H -5.539 2.957 4.358
H -6.738 2.279 2.275
H -5.400 1.637 0.238
H -3.536 -1.262 -1.261
H -4.614 -1.700 -3.457
H -5.216 0.201 -4.968
H -4.957 2.564 -4.168
H -3.741 3.003 -2.057
S 2.143 -1.884 0.111
C 1.184 -1.175 -0.926
N 0.474 -0.656 -1.757



6.
57
Properties=species:S:1:pos:R:3 method="wB97M-V/def2-TZVPD" e_lumo_ev=-5.872 charge=0 e_homo_ha=-0.250
C 1.802 -1.451 2.820
C 2.031 -0.048 2.011
C 1.243 0.085 0.584
P 2.474 0.527 -0.824
C 4.027 -0.586 -0.808
C 2.968 2.393 -0.577
O 0.479 1.359 0.794
C -0.755 0.945 1.488
O -1.627 1.658 2.215
O -0.938 -0.514 1.306
C -0.017 -0.895 0.221
C -0.587 -0.467 -1.256
C -2.184 -0.803 -1.498
C -3.426 -0.036 -0.680
N -2.621 -1.734 -2.449
P 0.332 -2.795 -0.066
N -1.035 -3.651 0.245
H 1.935 -1.197 3.978
H 0.753 -1.949 2.684
H 2.664 -2.227 2.557
H 1.773 0.867 2.728
H 3.198 0.048 1.787
H 3.819 -1.737 -0.869
H 4.702 -0.313 -1.741
H 4.691 -0.341 0.149
H 2.699 2.711 0.534
H 4.104 2.591 -0.799
H 2.344 3.069 -1.320
H -0.428 0.655 -1.548
H 0.000 -1.103 -2.075
H -3.564 -0.634 0.328
H -3.119 1.069 -0.349
H -4.434 -0.070 -1.275
H -3.682 -1.785 -2.429
H 1.370 -3.305 0.791
H 0.776 -3.039 -1.439
H -0.733 -4.310 1.023
B -4.334 -2.663 -5.634
F -5.271 -1.857 -4.867
F -3.954 -3.833 -4.860
F -4.963 -3.086 -6.875
F -3.150 -1.875 -5.935
Al -6.071 -1.677 -2.978
C 3.947 6.009 -0.082
O 4.552 4.900 0.316
H 3.854 6.172 -1.170
H 2.901 6.157 0.236
H 4.393 6.968 0.231
F -4.471 -2.678 -8.569
Al -5.071 -0.235 1.264
B -1.471 -0.133 5.008
F -1.633 -1.192 4.025
F -2.145 -0.507 6.240
F -0.056 0.070 5.272
F -2.049 1.098 4.494
Br 5.429 3.304 0.862
Cl -1.471 2.066 6.782



7.
91
Properties=species:S:1:pos:R:3 method="wB97M-V/def2-TZVPD" e_lumo_ev=0.007 charge=0 smiles="COC[C@@H](CC=O)OC.O=C1OCCO1.O=C1OCCO1.O=C1OCCO1.O=C1OCCO1.O=C1OCCO1.O=C1OCCO1.O=C1OCCO1" e_homo_ha=-0.341
C 0.960 -1.784 -1.075
O 1.138 -0.588 -1.789
C 1.887 0.408 -1.138
C 1.031 1.575 -0.713
C -0.432 1.316 -0.887
C -1.210 2.435 -0.419
O -2.332 2.419 -0.301
O 1.363 2.069 0.559
C 0.881 1.328 1.656
H 1.880 -2.193 -0.758
H 0.492 -2.465 -1.720
H 0.350 -1.640 -0.205
H 2.570 0.746 -1.851
H 2.439 0.010 -0.322
H 1.271 2.355 -1.380
H -0.708 0.447 -0.368
H -0.642 1.113 -1.900
H -0.633 3.316 -0.140
H 0.027 1.810 2.064
H 0.679 0.316 1.421
H 1.630 1.321 2.390
O -0.970 -4.145 -3.465
C -1.908 -3.673 -2.919
O -1.879 -3.047 -1.722
C -3.151 -2.415 -1.510
C -4.070 -3.237 -2.396
O -3.171 -3.689 -3.421
H -3.422 -2.450 -0.460
H -3.081 -1.374 -1.827
H -4.482 -4.106 -1.882
H -4.882 -2.660 -2.827
O -4.210 -5.952 -9.366
C -3.789 -5.912 -8.262
O -3.011 -6.869 -7.695
C -2.512 -6.367 -6.444
C -3.542 -5.314 -6.087
O -4.015 -4.905 -7.381
H -2.442 -7.166 -5.713
H -1.521 -5.943 -6.603
H -4.381 -5.724 -5.520
H -3.122 -4.481 -5.549
O 4.652 0.709 -2.000
C 4.956 0.499 -3.125
O 5.890 -0.396 -3.522
C 5.804 -0.538 -4.947
C 5.170 0.777 -5.360
O 4.408 1.122 -4.196
H 6.790 -0.694 -5.374
H 5.174 -1.398 -5.177
H 5.908 1.560 -5.541
H 4.524 0.690 -6.228
O 1.865 8.801 -0.539
C 1.638 7.756 -0.038
O 2.470 6.682 -0.065
C 1.963 5.687 0.836
C 0.491 6.047 0.903
O 0.502 7.455 0.649
H 2.145 4.687 0.452
H 2.464 5.795 1.799
H -0.094 5.555 0.124
H 0.043 5.837 1.870
O 2.628 -1.935 1.980
C 3.123 -1.943 3.059
O 3.970 -2.900 3.493
C 4.551 -2.472 4.733
C 3.516 -1.496 5.248
O 2.927 -1.009 4.023
H 4.705 -3.318 5.395
H 5.514 -2.002 4.524
H 2.750 -1.984 5.841
H 3.944 -0.677 5.819
O 0.623 -2.859 6.333
C 0.107 -1.793 6.391
O 0.787 -0.621 6.472
C -0.148 0.454 6.289
C -1.458 -0.193 6.699
O -1.221 -1.576 6.385
H 0.124 1.305 6.906
H -0.136 0.752 5.241
H -1.654 -0.105 7.768
H -2.313 0.182 6.151
O -4.343 3.778 5.454
C -4.557 3.555 4.312
O -3.668 2.981 3.461
C -4.349 2.659 2.238
C -5.512 3.631 2.259
O -5.715 3.831 3.668
H -3.693 2.791 1.387
H -4.675 1.619 2.280
H -5.265 4.589 1.801
H -6.409 3.237 1.794



no.,calculated total energy (Ha)
1,-4321.5883
2,-1509.4921
3,-406.3661
4,-6246.2754
5,-2721.6741
6,-5993.1692
7,-2858.5705